This record from the OMol25 dataset describes a molecular structure, C20H33Cl2N2O4Y in a non-equilibrium geometry. The level of theory is the ωB97M-V functional and the def2-TZVPD basis.

```
! wB97M-V def2-TZVPD RIJCOSX def2/J DEFGRID3
* xyz 0 1
C -2.50 -1.32 1.24
C 1.73 5.17 -3.37
Cl -2.48 -0.46 -1.52
H 1.00 -0.71 5.29
C -0.89 1.67 -3.29
H 0.77 3.21 -0.15
H 2.33 1.28 -2.92
H 1.45 -0.71 -3.74
O -1.32 -1.69 1.04
H -1.10 1.73 3.85
H 2.86 -1.19 -0.55
H -0.93 2.68 -2.88
C -4.69 -1.47 2.27
C 1.38 5.87 -2.22
H 1.88 -5.06 -0.94
C 1.77 3.78 -3.37
C 4.15 -3.30 -1.23
H 0.85 -3.90 -1.85
H -2.96 1.37 -3.24
H -0.24 -0.74 -4.36
H 0.75 5.67 -0.15
H 2.00 5.71 -4.28
C 1.44 3.06 -2.22
O 1.45 0.97 -1.08
N 2.70 -3.12 -1.25
H -1.94 0.14 3.77
N -3.33 -1.96 2.03
H -2.94 -0.42 0.76
Y -0.33 0.17 -0.01
C 2.14 -2.01 -0.75
C 0.39 -0.50 -3.50
O 0.38 0.23 2.22
H 0.08 -1.14 -2.65
C -2.88 -3.22 2.61
H -3.03 -3.19 3.70
H -2.36 1.83 -4.84
C -1.02 0.66 4.12
C -2.14 1.22 -3.96
C 0.24 0.95 -3.14
C 1.08 3.76 -1.05
H 2.20 -0.37 4.01
H 2.29 -4.67 -2.62
C 1.42 1.53 -2.33
H -0.93 0.54 5.22
C 1.04 5.15 -1.07
C 0.18 0.07 3.43
O 0.91 -1.88 -0.55
H -4.77 -0.45 1.88
C 1.88 -4.25 -1.69
H 4.55 -3.50 -2.23
H -4.89 -1.48 3.35
H 4.60 -2.38 -0.84
H -1.82 -3.33 2.36
H 1.36 6.96 -2.21
C 1.18 -0.75 4.22
H -3.46 -4.06 2.20
H -5.43 -2.11 1.77
H 1.10 -1.80 3.90
H -2.14 0.15 -4.24
Cl -1.43 2.34 0.90
H 4.44 -4.14 -0.59
H 2.01 3.20 -4.26
*
```

Summary:
* HOMO: -7.638 eV
* relative energy (zero: lowest compared OMol25 entry of this formula, charge and spin): 0.0 kJ/mol
* strongest force on any atom: 0.0415 Eh/bohr

=====

This record from the OMol25 dataset describes a molecular structure, C6H3Br2N3O4 in a non-equilibrium geometry. The level of theory is the ωB97M-V functional and the def2-TZVPD basis.

```
! wB97M-V def2-TZVPD RIJCOSX def2/J DEFGRID3
* xyz 0 1
O 2.08 1.33 1.89
Br -3.14 -1.07 -0.25
O -0.09 -2.38 -0.55
O 0.87 3.10 1.61
Br -0.47 3.65 -0.88
H -1.33 -1.03 -2.32
N 1.17 1.94 1.38
C 0.38 1.28 0.42
N -0.19 -1.01 -0.59
H 0.66 -3.58 0.90
H -1.50 1.45 -2.40
C 1.04 -1.49 1.27
C -0.35 1.79 -0.64
C -0.96 0.98 -1.59
C -1.00 -0.42 -1.50
N 0.71 -2.64 0.56
O 1.62 -1.46 2.31
C 0.48 -0.45 0.39
*
```

Summary:
* HOMO (alpha / beta): -8.441 / -8.438 eV
* strongest force on any atom: 0.1326 Eh/bohr

=====

This record from the OMol25 dataset describes a molecular structure, C5H6LaO4 in a non-equilibrium geometry. The level of theory is the ωB97M-V functional and the def2-TZVPD basis.

```
! wB97M-V def2-TZVPD RIJCOSX def2/J DEFGRID3
* xyz 3 1
H -0.07 0.79 4.97
H 1.41 -0.28 5.51
H 0.52 -1.35 -2.88
O 0.24 -1.07 -1.99
C 1.41 0.39 3.56
La 1.44 -0.17 -0.16
H -3.62 0.40 1.52
O -1.94 -1.59 -2.44
O 1.80 0.36 2.45
C -1.08 -1.20 -1.73
C -2.42 -0.60 0.16
O -1.17 -0.69 -0.48
H -1.91 1.13 1.26
C -2.66 0.38 1.01
C 0.92 0.35 4.77
H -3.14 -1.33 -0.22
*
```

Summary:
* HOMO: -20.506 eV
* relative energy (zero: lowest compared OMol25 entry of this formula, charge and spin): 0.0 kJ/mol
* strongest force on any atom: 0.0866 Eh/bohr

=====

| no. | electronic energy (eV) |
| --- | --- |
| 1 | -58539.51722 |
| 2 | -159006.97812 |
| 3 | -14297.58630 |